Entry 1:
DFT (ωB97M-V with the def2-TZVPD basis set) results for a 8-piece molecular cluster, C23H43Cl9O10 overall.

XYZ file:
```
85
Properties=species:S:1:pos:R:3:forces:R:3
O 0.292 0.695 5.178 0.07 0.49 0.02
C 0.026 1.497 4.315 -0.10 -1.51 -0.05
O -0.219 1.086 3.038 -0.12 1.45 0.54
C -0.015 -0.277 2.694 -0.40 -0.76 0.93
C -1.233 -1.200 2.901 0.32 0.23 1.27
C -0.101 2.979 4.475 0.05 -0.14 -0.05
H 0.795 -0.692 3.322 -0.05 0.45 -0.61
H 0.219 -0.197 1.656 0.49 -0.30 -0.68
H -2.045 -0.737 3.470 0.26 0.31 0.03
H -0.863 -2.009 3.567 -0.57 0.00 -0.80
H -1.705 -1.501 1.978 0.21 -0.46 -0.23
H 0.864 3.443 4.684 -0.07 -0.13 0.06
H -0.829 3.234 5.235 0.18 -0.14 0.39
H -0.495 3.351 3.558 -0.04 0.60 -0.73
O 3.184 0.499 -3.633 0.02 -0.69 0.86
C 3.612 1.083 -4.580 -0.58 1.60 -0.87
O 4.900 1.411 -4.769 0.21 -0.13 0.05
C 5.679 1.161 -3.597 0.28 -0.37 0.55
C 7.082 1.694 -3.659 1.23 -0.30 0.19
C 2.714 1.650 -5.653 0.77 0.10 -0.77
H 5.737 0.100 -3.381 -0.24 -0.36 -0.26
H 5.105 1.581 -2.773 0.32 0.14 0.26
H 7.599 1.356 -2.730 -0.45 0.29 -0.46
H 7.129 2.774 -3.662 -0.04 0.29 -0.13
H 7.745 1.309 -4.471 -0.93 0.19 0.32
H 2.188 2.578 -5.388 0.47 -0.21 0.35
H 1.954 0.906 -5.780 -0.49 -0.35 -0.50
H 3.300 1.839 -6.578 -0.56 -0.21 0.50
O 1.733 2.802 -0.331 2.42 -0.36 0.25
C 2.861 2.943 -0.780 -0.57 0.35 -1.31
O 4.086 2.477 -0.354 -1.95 0.14 1.29
C 4.125 1.855 0.976 -1.65 -0.41 -0.18
C 4.028 0.334 0.842 1.47 0.37 0.32
C 3.132 3.782 -2.032 -0.12 0.55 1.31
H 3.243 2.187 1.650 1.52 -0.04 -1.27
H 5.093 2.156 1.361 -0.09 0.04 0.28
H 3.137 -0.024 0.357 -0.80 0.04 0.44
H 4.250 -0.051 1.853 -0.65 -0.28 -0.45
H 4.814 -0.062 0.197 0.32 0.25 0.02
H 4.074 3.511 -2.474 0.25 -0.03 -0.28
H 3.206 4.821 -1.648 0.08 -0.42 -0.32
H 2.313 3.766 -2.730 -0.30 -0.24 -0.17
O -4.002 -3.279 3.446 -0.34 0.33 0.15
C -3.556 -3.465 4.549 0.50 -0.03 0.04
O -2.613 -4.393 4.800 0.71 -0.29 -1.23
C -1.862 -4.877 3.560 -2.19 2.97 0.73
C -0.490 -5.075 4.058 1.29 0.32 0.61
C -3.859 -2.738 5.832 -0.31 1.22 -0.84
H -2.035 -4.045 2.827 0.75 -0.67 0.55
H -2.468 -5.655 3.159 0.14 -1.27 -0.06
H -0.028 -4.087 4.399 -0.77 -1.27 -0.39
H 0.153 -5.448 3.251 -0.05 -0.21 0.33
H -0.529 -5.764 4.933 0.37 0.37 -0.72
H -4.866 -2.269 5.826 0.86 -0.30 0.06
H -3.050 -2.022 6.088 -0.53 0.01 -0.67
H -3.718 -3.448 6.587 -0.41 -1.16 1.38
O -2.216 -1.328 -0.347 0.39 -0.71 -1.19
C -2.366 -2.071 -1.301 -0.10 0.15 -0.32
O -1.486 -2.315 -2.314 1.01 1.02 0.58
C -0.144 -1.717 -2.078 -0.68 -0.30 0.80
C 0.012 -0.303 -2.555 0.59 1.55 -1.31
C -3.599 -2.890 -1.550 0.07 1.36 0.71
H 0.629 -2.388 -2.471 -0.55 0.04 -0.15
H -0.116 -1.735 -0.997 0.63 0.10 0.29
H 0.091 -0.237 -3.689 -0.04 -0.15 1.37
H 0.946 0.194 -2.132 -1.05 -0.91 -0.54
H -0.819 0.369 -2.262 0.25 -0.59 0.05
H -4.233 -2.373 -2.276 0.01 -0.20 0.05
H -4.072 -2.903 -0.579 -0.56 -0.38 0.03
H -3.299 -3.845 -1.902 -0.06 -0.89 -0.34
C -5.117 2.302 -1.690 -0.32 0.41 0.53
Cl -3.654 1.522 -2.258 0.02 -0.21 -0.19
Cl -6.606 1.701 -2.509 0.89 0.26 0.44
Cl -4.951 4.082 -1.886 -0.22 -0.65 0.04
H -5.164 2.095 -0.604 -0.28 0.14 -0.76
C -3.615 -0.790 -5.118 -0.03 -0.18 -1.35
Cl -2.097 -1.365 -5.882 -0.59 -0.09 0.49
Cl -4.961 -1.943 -5.303 0.43 0.17 -0.05
Cl -4.015 0.768 -5.832 -0.19 0.06 0.04
H -3.486 -0.649 -4.077 0.42 0.05 0.86
C -3.042 2.522 2.408 2.68 -1.42 -1.28
Cl -3.785 3.956 1.847 -0.55 0.76 -0.21
Cl -3.478 1.075 1.469 -0.60 -0.09 -0.24
Cl -3.207 2.204 4.083 -0.62 0.00 1.22
H -1.939 2.513 2.187 -1.16 0.64 0.39
```
Positions in Å, forces in eV/Å.

Computed properties:
- E: -157725.0296 eV
- E_LUMO: 0.48 eV
- Energy relative to the best compared isomer or geometry (same formula, charge and spin): 0.0 kcal per mole
- Charge: 0
- Frontier orbital gap: 10.638 eV

Here are the Löwdin charges for atoms 1 to 8, given in e: atom 1 (O): 0.098, atom 2 (C): -0.540, atom 3 (O): -0.069, atom 4 (C): -0.195, atom 5 (C): -0.060, atom 6 (C): -0.004, atom 7 (H): 0.121, atom 8 (H): 0.107

---

Entry 2:
DFT (ωB97M-V with the def2-TZVPD basis set) results for a 2-piece molecular cluster, C23H43ClFNO8Si2 overall.

XYZ file:
```
79
Properties=species:S:1:pos:R:3:forces:R:3
C 5.320 -0.758 -0.161 0.12 0.57 -0.21
C 4.208 0.274 0.005 0.12 -0.13 0.17
C 2.987 -0.234 0.806 0.45 0.26 -0.30
F 3.178 -1.560 1.161 0.01 -0.32 -0.14
C 1.630 0.017 0.143 -0.37 0.12 0.51
C 1.377 1.528 0.318 -0.27 0.16 -0.34
C 0.334 1.933 1.333 0.05 0.37 0.02
O -0.946 1.720 0.769 0.13 -0.11 0.43
Si -2.281 2.228 1.692 -1.37 0.39 0.16
C -3.590 2.709 0.428 0.89 -0.27 -0.45
C -1.899 3.693 2.752 0.32 -0.44 -0.69
C -3.040 0.829 2.700 0.29 0.22 -0.38
C 0.563 -1.026 0.578 0.67 -1.43 0.17
C -0.056 -1.006 1.966 -0.65 0.02 -0.37
O 0.945 -0.827 2.934 -0.03 0.26 0.09
C 1.242 -1.988 3.691 0.27 0.23 0.14
O -0.350 -1.243 -0.518 0.15 0.60 -0.08
C 0.023 -0.256 -1.473 -1.51 -1.14 0.20
Si -0.907 -0.180 -3.165 -0.60 -0.01 -0.95
C -1.650 1.545 -3.253 0.34 -0.65 0.60
C -2.363 -1.370 -3.196 0.64 0.00 0.04
C 0.226 -0.314 -4.667 -0.01 0.21 0.53
N 1.510 -0.275 -1.359 0.32 1.16 -0.18
C 2.329 -1.470 -1.796 0.48 -0.84 -0.31
O 1.791 -2.260 -2.787 -0.47 0.32 0.16
C 0.938 -3.296 -2.397 -0.55 -0.66 -0.24
C 1.037 -3.986 -1.196 0.19 0.00 0.15
C 0.166 -5.031 -0.888 -0.04 0.52 -0.66
C -0.821 -5.404 -1.800 0.58 0.33 0.30
C -0.889 -4.737 -3.017 0.08 0.04 0.12
C -0.019 -3.692 -3.326 -0.01 -0.23 0.41
H 5.600 -1.187 0.792 -0.06 -0.29 0.09
H 5.079 -1.523 -0.892 -0.04 -0.31 0.13
H 6.192 -0.228 -0.532 0.15 -0.02 -0.12
H 4.640 1.115 0.537 -0.07 0.18 0.11
H 3.928 0.675 -0.969 -0.12 0.02 -0.15
H 2.958 0.318 1.738 -0.24 -0.08 0.28
H 1.031 1.951 -0.627 -0.01 0.10 -0.06
H 2.293 2.070 0.534 0.34 -0.21 0.16
H 0.480 2.992 1.544 -0.04 0.15 -0.02
H 0.483 1.427 2.288 -0.06 -0.18 0.03
H -4.084 3.636 0.698 -0.25 0.00 0.17
H -4.296 1.907 0.234 -0.29 0.00 0.12
H -3.083 2.895 -0.523 -0.01 0.13 -0.10
H -1.393 4.443 2.144 0.11 0.21 0.12
H -1.304 3.473 3.631 0.04 0.15 0.19
H -2.838 4.144 3.061 -0.11 0.01 0.24
H -4.094 1.084 2.782 -0.14 0.10 0.15
H -2.631 0.743 3.702 0.09 -0.17 0.10
H -3.000 -0.119 2.166 0.03 -0.21 0.07
H 1.122 -1.965 0.581 0.20 0.06 0.14
H -0.543 -1.971 2.102 -0.10 -0.14 -0.06
H -0.842 -0.264 2.044 0.13 0.22 0.14
H 1.825 -1.663 4.546 0.12 0.07 0.08
H 0.341 -2.461 4.074 -0.17 -0.12 -0.10
H 1.847 -2.683 3.111 -0.07 -0.23 -0.08
H -0.389 0.644 -1.007 0.84 0.59 -0.24
H -0.896 2.324 -3.283 0.00 0.27 -0.08
H -2.286 1.584 -4.132 -0.01 0.13 -0.19
H -2.280 1.684 -2.375 -0.08 0.22 0.07
H -2.318 -1.978 -4.096 -0.01 -0.12 -0.10
H -2.337 -2.035 -2.338 -0.18 -0.09 0.10
H -3.289 -0.808 -3.226 -0.19 0.08 0.16
H 1.231 0.027 -4.414 0.18 -0.11 -0.11
H 0.280 -1.304 -5.095 0.18 -0.20 -0.05
H -0.139 0.369 -5.429 -0.16 0.08 -0.11
H 1.852 0.525 -1.892 0.10 0.04 0.13
H 2.610 -2.065 -0.936 -0.29 0.23 0.36
H 3.254 -1.056 -2.177 0.03 0.17 -0.25
H 1.798 -3.729 -0.475 0.06 -0.06 0.09
H 0.276 -5.519 0.064 -0.05 -0.18 0.13
H -1.498 -6.199 -1.538 -0.17 -0.11 -0.15
H -1.642 -5.030 -3.733 -0.03 0.04 -0.12
H -0.102 -3.188 -4.272 0.07 0.07 -0.14
O -3.011 7.254 6.128 -0.04 0.00 -0.04
Cl -2.969 6.283 5.067 0.07 -0.03 0.03
O -4.223 5.561 5.003 0.01 -0.05 -0.04
O -1.894 5.340 5.314 0.02 0.03 0.05
O -2.737 6.943 3.799 0.03 -0.02 -0.02
```
Positions in Å, forces in eV/Å.

Computed properties:
- E: -73404.9574 eV
- E_LUMO: -0.96 eV
- Charge: 0
- Frontier orbital gap: 6.459 eV

Here are the Löwdin charges for atoms 1 to 8, given in e: atom 1 (C): -0.075, atom 2 (C): -0.167, atom 3 (C): -0.247, atom 4 (F): -0.003, atom 5 (C): -0.226, atom 6 (C): -0.064, atom 7 (C): -0.236, atom 8 (O): -0.230

---

Entry 3:
DFT (ωB97M-V with the def2-TZVPD basis set) results for C23H43CoN2OP3S as an isolated structure.

XYZ file:
```
74
Properties=species:S:1:pos:R:3:forces:R:3
Co 1.825 0.239 -0.589 2.12 -1.38 -0.50
P 1.244 0.160 -2.621 -1.36 -0.33 -3.93
P 0.352 -0.908 0.317 -2.43 -2.08 1.17
P 3.603 -0.985 -0.135 1.97 -0.60 0.88
H 2.962 1.562 1.241 -0.06 0.05 -0.50
C 2.756 1.607 0.151 0.98 1.01 0.48
C 1.482 2.134 -0.265 -0.33 3.38 0.77
H 1.342 3.216 -0.112 -0.26 -0.66 -0.32
C -0.319 0.964 -3.197 0.03 0.05 0.38
C 0.957 -1.514 -3.303 0.20 0.07 0.22
C 2.400 0.885 -3.820 0.34 0.05 0.17
C 0.297 -0.547 2.091 0.07 0.06 0.35
C -1.398 -0.842 -0.147 -0.10 0.04 -0.11
C 0.629 -2.710 0.201 0.04 0.04 -0.01
C 5.190 -0.065 -0.177 -0.21 0.22 -0.08
C 4.042 -2.454 -1.157 -0.54 0.16 -0.23
C 3.662 -1.624 1.596 -0.27 0.19 -0.17
H 3.642 1.957 -0.419 -0.56 -0.08 0.27
H 0.607 1.712 -0.837 0.72 -0.22 0.47
H -0.475 1.937 -2.715 -0.01 -0.13 -0.20
H -1.190 0.324 -3.010 0.22 0.17 0.03
H -0.233 1.117 -4.281 -0.06 -0.01 0.30
H 0.022 -1.926 -2.901 0.27 0.01 -0.14
H 1.798 -2.175 -3.064 -0.24 0.03 -0.18
H 0.869 -1.398 -4.390 -0.02 -0.20 0.22
H 2.554 1.947 -3.595 0.04 -0.18 -0.10
H 1.963 0.787 -4.822 0.20 0.02 0.19
H 3.360 0.360 -3.779 -0.08 0.16 -0.10
H 0.321 -1.500 2.629 -0.13 0.28 0.15
H -0.632 -0.001 2.292 0.15 -0.18 0.13
H 1.135 0.077 2.420 -0.11 -0.18 -0.03
H -1.909 -1.599 0.460 -0.12 0.26 -0.11
H -1.545 -1.092 -1.203 0.02 0.04 0.20
H -1.808 0.153 0.055 -0.02 -0.17 -0.04
H -0.197 -3.160 0.761 0.20 -0.22 -0.11
H 1.584 -3.021 0.631 -0.36 0.01 -0.11
H 0.594 -3.044 -0.842 -0.09 0.05 0.21
H 5.942 -0.654 0.362 -0.06 0.09 -0.34
H 5.108 0.921 0.307 0.21 -0.55 -0.13
H 5.471 0.075 -1.229 0.14 0.02 0.31
H 4.776 -3.066 -0.610 -0.23 0.30 -0.11
H 4.492 -2.105 -2.098 -0.15 -0.15 0.25
H 3.161 -3.069 -1.387 0.32 0.11 0.09
H 4.698 -1.964 1.757 -0.44 0.05 0.04
H 2.963 -2.457 1.759 0.41 0.37 0.09
H 3.433 -0.801 2.293 0.14 -0.37 -0.15
C -0.459 4.385 2.342 0.32 0.09 -0.51
C 0.383 3.393 2.887 0.18 -0.32 1.21
C 0.572 3.317 4.262 0.03 -0.10 -0.62
C -0.009 4.297 5.090 -0.16 -0.07 -0.01
C -0.774 5.348 4.550 -0.06 -0.09 -0.37
C -1.001 5.391 3.173 0.04 0.36 0.98
S -0.759 4.333 0.660 0.83 1.73 0.08
H -1.909 3.281 0.767 -2.16 -1.88 0.27
H 0.880 2.716 2.200 -0.17 -0.11 0.18
H 1.161 2.498 4.687 -0.15 0.46 -0.06
H 0.131 4.230 6.170 0.00 0.09 -0.28
H -1.192 6.108 5.221 0.18 -0.32 -0.42
H -1.576 6.198 2.734 -0.03 -0.11 0.00
N -8.016 2.732 1.662 0.83 -0.22 0.50
C -7.004 2.568 2.574 -1.83 0.01 0.59
O -7.192 2.563 3.785 0.81 -0.01 -1.51
C -5.628 2.465 1.981 1.60 -0.06 -0.04
C -5.341 2.494 0.601 0.13 0.01 0.04
C -4.031 2.689 0.174 0.56 -0.14 0.38
N -2.987 2.713 1.049 -0.66 0.31 0.12
C -3.228 2.520 2.372 -0.25 -0.09 -0.50
C -4.520 2.408 2.865 -0.05 0.32 -0.34
H -8.950 2.797 2.030 -0.14 -0.01 0.04
H -7.910 2.578 0.672 -0.08 0.10 0.25
H -6.107 2.396 -0.180 0.38 0.26 0.50
H -3.782 2.827 -0.882 -0.12 0.03 0.41
H -2.359 2.445 3.028 -0.21 0.30 -0.19
H -4.640 2.370 3.948 -0.33 -0.14 -0.34
```
Positions in Å, forces in eV/Å.

Computed properties:
- 2S+1: 5
- E: -105875.5807 eV
- E_LUMO (spin up / spin down): -9.32 / -11.04 eV
- Energy relative to the best compared isomer or geometry (same formula, charge and spin): 26.7 kcal per mole
- Charge: +3
- Frontier orbital gap (spin up / spin down): 7.291 / 5.569 eV

Here are the Löwdin charges for atoms 1 to 8, given in e: atom 1 (Co): -0.091, atom 2 (P): 0.756, atom 3 (P): 0.741, atom 4 (P): 0.838, atom 5 (H): 0.112, atom 6 (C): -0.259, atom 7 (C): -0.160, atom 8 (H): 0.056

---

What is the formula in the third record? C23H43CoN2OP3S